#A
DFT (ωB97M-V with the def2-TZVPD basis set) results for a gas-phase ion, C7H15N2 (charge +1).

Summary:
- frontier orbital gap (eV) = 9.766
- structure (SMILES) = CN/C=C\[N+](C)=C(C)C
- E_HOMO (eV) = -13.19

```
! wB97M-V def2-TZVPD RIJCOSX def2/J DEFGRID3
* xyz 1 1
C -2.494 -0.798 0.651
N -1.443 -0.332 -0.302
C -1.531 0.999 -0.583
C -0.380 1.732 -0.512
N 0.766 0.984 -0.136
C 1.396 1.665 0.989
C 0.917 -0.263 -0.428
C 1.766 -1.187 0.400
C 0.778 -0.534 -1.916
H -3.091 -1.673 0.099
H -1.985 -1.128 1.532
H -3.182 0.063 0.734
H -1.245 -1.058 -1.088
H -2.407 1.440 -0.364
H -0.137 2.783 -0.600
H 1.593 2.807 0.662
H 0.547 1.762 1.759
H 2.328 1.207 1.327
H 1.136 -1.399 1.329
H 2.684 -0.666 0.809
H 1.963 -2.091 -0.031
H 0.006 0.086 -2.428
H 0.500 -1.633 -2.169
H 1.827 -0.304 -2.157
*
```

#B
DFT (ωB97M-V with the def2-TZVPD basis set) results for 2 unconnected molecules or ions with the total composition C7H15N2.

Summary:
- frontier orbital gap (eV) = 8.313
- E_HOMO (eV) = -11.72

```
! wB97M-V def2-TZVPD RIJCOSX def2/J DEFGRID3
* xyz 1 1
C 2.199 1.022 0.407
C 1.252 -0.336 -1.164
C 0.602 -0.553 0.190
C 0.443 -1.956 0.708
C -1.514 1.513 0.733
C -2.090 -0.172 -1.062
C -1.628 0.083 0.325
N 2.243 0.690 -0.869
N 1.288 0.336 1.049
H 2.837 1.767 0.852
H 1.723 -1.254 -1.538
H 0.554 0.018 -1.931
H 0.032 -1.946 1.715
H 1.399 -2.483 0.738
H -0.232 -2.520 0.072
H -1.323 1.628 1.795
H -2.447 2.033 0.501
H -0.737 2.030 0.169
H -1.561 0.455 -1.780
H -3.148 0.089 -1.143
H -1.988 -1.216 -1.345
H -1.919 -0.631 1.078
H 2.934 0.999 -1.534
H 1.080 0.404 2.034
*
```

Which is most stable, and by how much? #B, by 136.7 kJ/mol.

#A
DFT (ωB97M-V with the def2-TZVPD basis set) results for 2 unconnected molecules or ions with the total composition C2H2F2O.

Summary:
- frontier orbital gap (eV) = 9.599
- E_HOMO (eV) = -9.55

```
! wB97M-V def2-TZVPD RIJCOSX def2/J DEFGRID3
* xyz 0 1
C 0.692 1.665 -1.196
C -0.596 -1.175 0.432
O 0.034 -0.660 -0.392
F -0.102 2.017 -0.158
F -0.492 -0.985 1.704
H 1.558 1.250 -0.582
H -1.094 -2.113 0.192
*
```

#B
DFT (ωB97M-V with the def2-TZVPD basis set) results for a single C2H2F2O molecule.

Summary:
- frontier orbital gap (eV) = 11.034
- structure (SMILES) = O=CC(F)F
- E_HOMO (eV) = -10.54

```
! wB97M-V def2-TZVPD RIJCOSX def2/J DEFGRID3
* xyz 0 1
O -0.859 1.638 0.273
C -0.187 0.834 0.788
C -0.022 -0.573 0.062
F -0.247 -0.425 -1.238
F 1.204 -1.165 0.179
H 0.320 0.825 1.781
H -0.806 -1.173 0.466
*
```

Which is most stable, and by how much? #B, by 315.3 kJ/mol.

#A
DFT (ωB97M-V with the def2-TZVPD basis set) results for a single C4H9NO3S molecule.

Summary:
- frontier orbital gap (eV) = 9.661
- structure (SMILES) = C[C@H](O)[C@@](N)(S)C(=O)O
- E_HOMO (eV) = -9.25

```
! wB97M-V def2-TZVPD RIJCOSX def2/J DEFGRID3
* xyz 0 1
C -1.451 0.224 1.287
C -0.882 -0.679 0.110
O -0.773 -2.068 0.345
C 0.529 -0.066 -0.505
N 1.570 -0.149 0.553
S 0.946 -1.217 -1.957
C 0.426 1.352 -1.094
O 0.031 1.670 -2.165
O 0.789 2.265 -0.190
H -0.701 0.322 2.115
H -2.399 -0.247 1.507
H -1.601 1.122 0.717
H -1.508 -0.541 -0.850
H -0.266 -2.206 1.165
H 2.434 -0.369 0.063
H 1.353 -1.024 1.037
H 0.325 -0.379 -2.816
H 1.179 1.988 0.678
*
```

#B
DFT (ωB97M-V with the def2-TZVPD basis set) results for a single C4H9NO3S molecule.

Summary:
- frontier orbital gap (eV) = 10.243
- E_HOMO (eV) = -9.49

```
! wB97M-V def2-TZVPD RIJCOSX def2/J DEFGRID3
* xyz 0 1
C -2.109 -1.356 -0.943
C -0.657 -1.522 -0.391
C 0.236 0.907 -0.527
C 1.919 0.937 1.299
H -2.223 -1.494 -2.016
H -2.454 -0.290 -0.871
H -2.834 -1.847 -0.351
H -0.279 -2.610 -0.418
H -0.711 -1.185 0.633
H 1.592 0.995 2.351
H 2.836 1.489 1.124
H 2.094 -0.069 0.877
H -0.538 2.762 0.333
N 0.853 1.474 0.487
O 2.002 -1.361 -0.252
O -0.841 1.270 -1.098
O 0.287 2.721 0.842
S 0.827 -0.821 -1.079
*
```

Which is most stable, and by how much? #A, by 259.3 kJ/mol.

#A
DFT (ωB97M-V with the def2-TZVPD basis set) results for a single CH2OS3 molecule.

Summary:
- frontier orbital gap (eV) = 7.935
- structure (SMILES) = O=[S@@]1(=S)CS1
- E_HOMO (eV) = -9.30

```
! wB97M-V def2-TZVPD RIJCOSX def2/J DEFGRID3
* xyz 0 1
O 0.113 -0.798 -1.948
S -0.289 0.060 -0.849
S -2.356 0.510 -0.473
C 0.437 -0.163 0.763
S 1.173 1.284 -0.103
H 1.192 -1.093 1.017
H -0.270 0.200 1.593
*
```

#B
DFT (ωB97M-V with the def2-TZVPD basis set) results for 2 unconnected molecules or ions with the total composition CH2OS3.

Summary:
- frontier orbital gap (alpha / beta) (eV) = 6.313 / 6.431
- structure (SMILES) = C1SS1.O=S
- E_HOMO (alpha / beta) (eV) = -8.04 / -7.98

```
! wB97M-V def2-TZVPD RIJCOSX def2/J DEFGRID3
* xyz 0 1
C -0.593 -0.766 1.189
S -0.155 -0.882 -0.643
S -0.501 0.800 0.295
H 0.272 -1.001 1.638
H -1.548 -1.219 1.307
O 1.060 1.922 -1.286
S 1.466 1.146 -2.501
*
```

Which is most stable, and by how much? #A, by 29.2 kJ/mol.